# 1
15
Properties=species:S:1:pos:R:3:forces:R:3:lowdin_charge:R:1 method="wB97M-V/def2-TZVPD" orbital_gap_ev=9.6 relative_energy_kj_mol=414.5 homo_ev=-8.63 largest_force_ev_per_a=2.7 total_energy_ha=-345.6471 total_charge=0 molar_mass_g_mol=100.1
H -1.11468 -0.36306 -1.66332 0.0322 0.6268 -0.5215 0.06
C -0.51063 0.66072 0.30224 0.0284 -0.0619 -0.2108 -0.30
H 1.44463 1.65558 0.18814 -0.0509 -0.0230 0.0040 0.13
C -0.11785 -0.38700 1.35511 -0.4546 -0.1862 0.0289 -0.16
C -1.13397 -0.41464 -0.59163 0.5517 0.2781 -0.9424 -0.03
H 0.39125 1.92867 -1.23027 0.0604 -0.0653 0.1920 0.13
O 1.02895 -1.06489 0.85325 0.1695 0.1509 -0.1490 -0.06
H -1.15524 1.45548 0.69734 0.0028 -0.2196 -0.2343 0.15
H 0.08398 -0.11117 2.40042 -0.4214 -0.1486 -0.3158 0.14
C 0.68510 1.20892 -0.45966 0.0774 0.2499 0.1263 -0.14
H -0.91568 -1.13303 0.99292 0.4868 0.2415 2.6163 0.12
C 0.87188 -1.05898 -0.49443 -0.9552 -0.0895 -0.4566 -0.22
O 1.25133 0.07976 -1.13489 0.2033 -0.0485 -0.0070 -0.07
H -2.19537 -0.54138 -0.26150 1.0467 -0.8758 -0.0534 0.09
H 1.38630 -1.91496 -0.95372 -0.7771 0.1712 -0.0766 0.16

=====

# 2
107
Properties=species:S:1:pos:R:3:forces:R:3:lowdin_charge:R:1 method="wB97M-V/def2-TZVPD" orbital_gap_ev=6.9 relative_energy_kj_mol=46.8 homo_ev=-3.00 largest_force_ev_per_a=1.6 total_energy_ha=-4358.1917 total_charge=-2 molar_mass_g_mol=926.8
C -1.08960 -3.00831 -4.46521 0.0191 -0.1386 -0.1802 -0.08
O -0.13745 0.92863 4.20609 0.1629 0.1641 0.1570 -0.05
C -4.79920 1.29165 0.85489 -0.0826 0.0274 0.0082 -0.07
H 1.42134 2.96379 -0.78494 0.0284 0.0624 -0.1094 0.06
H -0.54977 -4.67127 -0.52029 -0.1434 -0.0470 -0.0416 0.08
C -1.50185 3.33006 0.05649 0.6012 -0.5952 0.0911 -0.13
O -0.51377 0.19999 2.12560 0.1781 0.0574 -1.3975 -0.18
N 1.92346 2.86705 -1.65664 -0.1063 -0.5506 0.0528 0.18
H -4.67316 -2.35715 -2.54632 -0.0691 0.1180 -0.1957 0.11
C -1.52932 -1.93889 -3.65522 0.2138 0.1315 0.1293 -0.21
N -2.53139 -4.17617 -0.93233 -0.1717 0.7502 0.1351 -0.12
H -4.96815 2.29266 1.22467 0.0219 0.0415 0.0454 0.10
H 0.77374 -4.26566 2.83552 -0.0245 -0.1200 -0.0752 0.08
H -3.40570 3.73719 -1.74166 0.0539 -0.0814 -0.0478 0.11
C -0.00218 -3.76099 -4.11862 -0.1623 -0.0866 -0.1883 -0.10
C -2.96784 6.67932 0.70509 -0.3207 0.2629 -0.2176 -0.02
H 1.36743 3.26251 2.07549 0.0134 -0.0685 0.0629 0.08
H 3.09503 -4.91278 3.59078 -0.0479 -0.1130 -0.0281 0.08
F -5.99020 7.72696 -0.96725 -0.0039 -0.3121 -0.0654 0.11
H 4.23241 -3.67254 4.10794 0.1417 0.0523 0.0376 0.07
C 5.10139 -0.39645 1.11757 1.2077 0.3282 -0.1521 -0.63
H 3.58634 -1.22297 3.94149 0.1005 0.0803 0.0462 0.08
C 3.42702 0.20322 -3.71096 0.1119 -0.8231 -0.2117 -0.25
O 1.41014 -1.21615 0.80766 0.0254 -0.1747 0.0995 -0.32
C 0.24990 -2.48270 -2.10220 0.2496 -0.0730 0.0214 -0.04
H 5.68517 -2.06065 2.36089 0.0371 -0.0555 0.1418 0.08
H 1.95937 -0.79345 3.39354 -0.0570 0.2227 0.0745 0.07
F -4.96445 8.64377 0.68333 0.1676 -0.1162 0.2119 0.11
O 2.93267 -2.91963 1.99362 -0.0152 0.4137 -0.8522 -0.15
C 3.03969 1.42120 -3.15480 -0.4165 -0.2815 0.4966 -0.23
H -2.84620 7.51182 1.38320 -0.0131 0.0246 0.0806 0.11
C 1.96662 2.37709 2.30025 -0.0790 0.1627 0.2821 -0.11
H 0.79671 -2.27496 -1.19034 -0.0158 -0.0585 -0.0834 0.08
C -2.18469 5.55599 0.83980 0.0705 -0.2636 -0.0608 -0.02
H 5.07611 1.60916 1.94224 -0.0711 0.1205 -0.0325 0.07
N -3.49691 -0.69792 0.91197 -0.0753 -0.1920 -0.4153 0.13
H 1.47197 1.81673 3.10051 0.0578 0.1588 -0.1336 0.06
H 0.35663 -2.56372 2.65196 -0.1381 0.0435 -0.0578 0.04
C -0.86548 -1.67382 -2.42138 -0.0565 0.1127 0.0966 -0.19
C 5.84800 -1.70885 1.34404 -0.2296 0.1213 0.0269 -0.03
P 2.79142 -1.81283 0.81319 1.1140 -0.4538 0.5568 0.36
C -4.02620 -2.87086 -1.87250 -0.1176 -0.3912 -0.4084 -0.06
C -5.32870 -0.52097 -0.61290 0.1486 -0.2024 0.0196 -0.02
H 2.54869 3.59670 -1.94994 -0.0129 -0.0138 -0.0058 0.08
H 1.58138 -4.02865 -2.67943 0.0919 -0.0548 0.0822 0.10
H -3.09564 -1.29817 -4.99558 -0.0172 -0.0094 -0.0500 0.10
O 3.36520 -2.44011 -0.38480 -0.1075 0.1656 -0.0907 -0.24
H 2.61302 0.83676 1.26685 0.0096 0.3522 -0.0675 0.05
C 5.29598 0.07704 -0.32247 -0.2206 -0.1212 0.1645 -0.01
C 5.60470 0.67235 2.10118 -0.2744 -0.3162 -0.2003 -0.02
C -2.59790 -1.11052 -4.05000 -0.0539 0.2406 -0.0883 -0.08
C 3.63624 2.53288 -3.73461 0.4463 0.8725 -0.3745 -0.29
C -2.31408 0.16306 -2.02501 0.4177 -0.0099 0.7141 -0.15
H -4.80115 5.75203 -1.98985 -0.0628 -0.0390 -0.0321 0.12
H 6.91424 -1.57081 1.17297 0.0754 0.0277 -0.0176 0.08
C -3.92027 6.75567 -0.31143 0.0768 -0.1983 0.0462 -0.15
C 0.90293 -3.27490 3.26457 0.2495 0.1228 -0.2129 -0.04
H 4.86149 -0.65855 -0.99255 -0.0025 -0.0564 -0.1827 0.07
C -2.88381 -3.25333 0.01159 -0.0891 -0.4677 0.2837 -0.76
C -0.76978 2.34845 0.09114 -0.4346 0.2807 -0.0800 -0.02
H 6.66951 0.84280 1.95575 0.0972 0.0056 -0.0469 0.08
C -2.31980 4.47169 -0.04385 -0.3588 0.5403 -0.0964 -0.25
S -2.42005 -3.34359 1.58269 0.4459 -0.2231 0.8621 0.66
H -1.42098 -5.78810 -1.59993 -0.0459 0.0796 -0.0206 0.09
C 2.13724 1.57571 -2.07279 -0.1639 1.1773 0.1843 -0.47
N -3.80852 -2.41903 -0.58309 0.5775 -0.7636 -0.2176 0.02
H 2.17853 -1.54754 4.97637 -0.0649 0.0100 0.0585 0.09
H 0.48099 -3.26653 4.26767 -0.0191 0.0040 0.1231 0.09
F -4.22794 8.89885 -1.31874 0.1959 -0.1748 -0.0044 0.11
H -1.62536 -3.21283 -5.38663 -0.0092 0.0202 -0.0673 0.10
C -3.28670 4.56656 -1.06056 0.1675 -0.1789 0.1066 -0.02
H -3.10757 -4.53487 -2.96149 0.0947 -0.0407 -0.1876 0.12
O 3.71856 -0.55365 1.38800 -1.2501 -0.5880 -0.1998 -0.20
H 0.34367 -4.56462 -4.75986 -0.0330 0.0367 -0.0452 0.09
C -5.59664 0.75219 -0.14460 0.1260 0.0046 0.1303 -0.08
C -3.23168 -3.93679 -2.08343 -0.6541 0.1702 -0.1994 -0.06
C -3.77960 0.50253 1.37260 -0.2046 0.3037 -0.0373 -0.12
O 2.04824 1.62310 1.10109 0.0063 -0.5861 -0.1753 -0.20
C -1.50956 -5.15800 -0.71592 0.2406 -0.3220 0.2707 -0.06
C -4.75785 7.97436 -0.47138 -0.2851 0.6168 -0.1318 -0.57
C 0.68737 -3.47813 -2.93167 0.1162 0.0734 0.2899 -0.08
C -0.66924 0.20509 3.37110 -0.8796 -0.7289 1.1734 -0.56
H 2.96617 2.69942 2.62592 -0.0756 -0.0235 -0.0899 0.07
H 4.79098 1.02762 -0.48232 -0.0592 0.1289 -0.0123 0.09
C 2.38159 -2.89213 3.30061 -0.2740 -0.1724 1.0037 -0.63
C 3.18014 -3.94717 4.08421 -0.1463 0.2988 -0.3272 -0.03
C -2.97015 -0.07107 -3.24554 -0.0935 -0.1215 -0.2808 -0.11
H -3.14501 0.84192 2.17864 0.0684 0.1907 0.0430 0.10
H -1.40766 -0.56987 3.76196 0.3864 0.4049 -0.4099 0.13
O 1.50440 0.65032 -1.50438 -0.0284 -0.3919 0.1374 -0.08
C -4.22226 -1.19035 -0.07918 -0.4044 0.7776 0.5389 -0.30
H 2.80695 -4.02590 5.10311 -0.0497 -0.0116 0.0973 0.08
H -1.77120 -5.75435 0.16235 0.0481 -0.0173 -0.0945 0.07
H -3.77784 0.58958 -3.54788 -0.0175 -0.0011 -0.0126 0.09
N 4.14437 3.45418 -4.22052 -0.0443 0.0761 0.0711 0.10
H -6.42289 1.31999 -0.55522 0.0031 -0.0136 -0.0122 0.10
Sc 0.15504 0.26545 0.12099 0.0895 0.2979 0.3829 0.96
C -4.07032 5.68767 -1.19625 -0.1093 0.4213 0.1592 -0.02
H -1.45768 5.49257 1.63755 0.0454 -0.0256 -0.0217 0.12
N 3.83382 -0.73562 -4.24514 -0.0106 -0.2087 -0.0356 0.12
C 2.54059 -1.52188 3.95042 0.0369 -0.1884 -0.1687 -0.02
H 6.35345 0.19482 -0.55238 0.1096 0.0225 0.0107 0.09
H -5.95405 -0.96954 -1.37027 0.0403 -0.0525 -0.0867 0.10
H -2.67243 1.00967 -1.44109 0.0985 -0.0122 0.0246 0.07
C -1.25812 -0.60622 -1.53496 -0.2111 0.3917 -0.5372 -0.10
H 5.43609 0.34939 3.12667 -0.0157 -0.0360 0.1235 0.08
H 5.45184 -2.44673 0.65448 0.1142 -0.2044 -0.0801 0.07

=====

# 3
17
Properties=species:S:1:pos:R:3:forces:R:3:lowdin_charge:R:1 method="wB97M-V/def2-TZVPD" orbital_gap_ev=10.0 relative_energy_kj_mol=353.2 homo_ev=-13.22 largest_force_ev_per_a=3.9 total_energy_ha=-326.1473 total_charge=+1 molar_mass_g_mol=100.1
H 0.06885 -1.35975 -1.45112 1.1299 -0.6518 0.0851 0.11
H 0.37812 -1.84977 2.02483 -1.3000 1.1237 -0.6074 0.18
C -0.45031 2.70495 -1.53939 -0.5745 -2.0114 -3.1543 0.08
C -0.33322 -1.02407 1.69122 1.7041 0.8237 2.3960 0.04
C 0.77768 -1.18762 -0.61385 0.0192 1.7710 -0.1899 0.03
O -0.47247 0.87388 -0.07367 0.0033 -1.9043 2.7811 -0.05
H -0.70621 -0.37720 2.52379 0.2025 -0.7154 -0.9152 0.17
H -0.64037 0.61309 -2.13234 -0.1235 -0.1001 -0.6942 0.10
H -0.37487 3.31545 -0.69865 0.2459 1.0545 1.0941 0.05
H 1.20526 -2.03670 -0.07844 0.1720 -0.1726 -0.8732 0.11
C -0.55098 1.37624 -1.39438 0.8627 0.7804 0.8201 -0.17
H -2.03937 -0.74730 0.58994 -3.3449 1.9068 0.2292 0.14
H -0.50729 3.12631 -2.60854 0.0422 -0.6295 2.0319 0.11
C -0.10512 -0.47136 0.35354 0.0852 2.3528 -2.6957 -0.40
H 1.51484 -0.40057 -0.93282 -0.2539 -1.2755 0.1749 0.13
N -1.29683 -1.33122 0.66332 1.1595 -0.7065 -0.1430 0.20
H -1.38011 -2.16252 0.14744 -0.0298 -1.6459 -0.3394 0.17